This record from the OMol25 dataset describes a cluster of 9 separate species, C45H64F26N7O18 in total. The level of theory is ωB97M-V/def2-TZVPD.

Calculated values
Gap between HOMO and LUMO: 7.135 eV
Energy: -165627.6601 eV
Net charge: +1
Strongest force on any atom: 10.56 eV/Å
LUMO level: -4.6 eV

The geometry in XYZ format:
```
160
Properties=species:S:1:pos:R:3:forces:R:3
C -6.910 1.887 -3.755 0.452 -0.029 -0.516
C -5.331 2.122 -4.253 -2.066 -0.604 -0.546
N -4.453 1.628 -3.127 3.710 0.165 0.579
C -3.059 1.661 -3.116 -1.762 0.026 -0.176
N -2.375 1.066 -1.909 -1.026 2.947 -1.485
C -0.981 1.600 -1.681 1.595 2.923 -1.040
N -0.145 0.798 -0.693 -1.368 -0.153 2.088
C -0.985 -0.118 0.168 -3.708 1.904 5.349
O -1.664 0.392 1.228 4.802 -4.508 -7.705
F -1.056 -1.554 -0.249 0.405 5.378 1.292
C 0.752 1.707 0.125 8.362 -0.554 1.210
O 2.095 1.487 0.096 -10.388 1.897 0.061
F 0.298 2.825 0.983 0.529 -3.743 -3.180
C -0.071 1.728 -3.051 0.220 -1.304 -0.458
C -1.014 1.582 -4.379 1.271 -1.690 -0.692
N -2.342 2.290 -4.324 -0.300 -2.043 3.523
C -2.253 3.750 -3.983 -1.453 1.797 0.410
C -1.134 4.626 -4.783 0.015 1.239 0.490
C -0.296 5.473 -3.627 -0.311 -0.154 -0.181
C 0.401 6.849 -4.179 -0.040 -0.420 0.200
N 0.000 8.001 -3.253 0.128 -1.037 1.033
C 0.506 7.801 -1.843 2.352 -0.052 2.035
N 1.783 8.007 -1.387 -5.218 -0.918 -3.127
N -0.518 7.347 -0.791 0.208 -0.711 -2.663
H -7.143 2.509 -2.780 0.574 -1.361 -1.960
H -7.586 2.305 -4.614 1.244 -0.899 1.690
H -7.139 0.729 -3.609 0.505 2.594 -0.245
H -5.249 3.263 -4.493 0.394 -2.314 0.592
H -5.099 1.435 -5.188 -0.476 1.722 1.875
H -4.931 1.183 -2.292 0.788 0.781 -1.408
H -2.937 1.430 -1.082 0.626 -1.075 -1.151
H -1.048 2.704 -1.233 -0.087 -2.344 -0.808
H 0.618 2.672 -3.091 -1.653 -1.650 0.389
H 0.666 0.789 -3.032 -1.656 2.087 -0.127
H -0.438 1.870 -5.384 -1.340 -0.464 2.440
H -1.255 0.419 -4.497 0.419 2.555 0.192
H -3.312 4.229 -4.254 2.289 -1.102 0.630
H -2.184 3.854 -2.796 0.336 0.161 -2.499
H -0.457 4.045 -5.534 -1.286 0.887 1.622
H -1.707 5.450 -5.429 1.184 -1.936 1.395
H 0.540 4.849 -3.097 -1.724 0.888 -0.964
H -1.118 5.755 -2.809 1.937 -0.511 -1.796
H 1.590 6.741 -4.197 -2.769 0.345 0.038
H 0.010 7.075 -5.261 0.827 -0.268 2.109
H -1.062 8.083 -3.263 1.938 -0.206 0.179
H 2.336 8.293 -2.224 -0.400 -0.084 0.659
H -0.357 6.320 -0.564 0.191 1.827 -0.188
H -1.482 7.337 -1.240 1.695 0.216 0.756
C 3.884 -0.474 1.312 -0.109 -0.416 0.132
C 5.040 0.195 2.031 0.008 0.081 -0.877
O 4.922 0.015 3.451 0.607 -1.394 1.359
C 5.378 -1.179 3.947 0.605 -0.196 -3.210
O 5.861 -2.069 3.253 -1.110 1.779 2.116
C 5.241 -1.217 5.469 -0.220 -0.041 2.598
F 4.034 -0.748 5.902 0.893 -0.363 -0.785
F 6.187 -0.456 6.089 -0.648 -0.544 -0.983
F 5.365 -2.472 5.985 -0.006 1.395 -1.049
H 2.927 -0.114 1.704 0.209 0.063 -0.057
H 3.926 -0.271 0.238 0.031 0.000 0.260
H 3.901 -1.558 1.460 0.140 0.117 -0.056
H 5.013 1.274 1.844 -0.006 -0.180 0.386
H 6.008 -0.169 1.668 -0.203 -0.066 0.234
C -3.494 -4.910 1.142 -0.079 -0.342 -0.031
C -4.061 -3.868 0.195 0.218 0.199 0.822
O -4.307 -4.443 -1.097 -1.479 -0.784 -0.913
C -5.485 -5.130 -1.238 -0.250 0.941 3.139
O -6.305 -5.274 -0.336 1.713 0.106 -2.579
C -5.641 -5.642 -2.670 -0.408 -1.368 -2.256
F -4.496 -6.202 -3.158 -0.782 0.670 0.815
F -5.975 -4.646 -3.538 0.273 -0.356 0.986
F -6.609 -6.593 -2.794 0.978 1.136 0.646
H -2.601 -5.376 0.712 -0.049 0.194 0.064
H -3.231 -4.458 2.102 -0.041 -0.018 -0.149
H -4.215 -5.713 1.323 0.034 0.214 0.032
H -3.330 -3.066 0.053 -0.126 -0.234 -0.328
H -4.970 -3.407 0.599 0.013 -0.274 -0.198
C -3.972 -8.951 -4.597 -0.189 -0.331 0.089
C -2.587 -9.030 -5.213 -0.498 0.572 -0.225
O -1.847 -10.125 -4.652 0.231 -1.803 -0.459
C -2.096 -11.361 -5.192 -1.940 1.872 -1.762
O -2.899 -11.562 -6.098 2.056 -0.013 2.207
C -1.208 -12.421 -4.540 1.329 -2.064 1.187
F -1.154 -12.301 -3.181 -0.323 0.260 -1.213
F 0.081 -12.352 -4.978 -1.161 0.352 0.057
F -1.626 -13.694 -4.790 0.039 1.567 -0.044
H -3.905 -8.898 -3.506 0.055 0.123 -0.163
H -4.509 -8.072 -4.963 0.124 -0.126 0.034
H -4.561 -9.842 -4.837 0.102 0.157 -0.092
H -2.030 -8.116 -4.980 0.150 -0.392 0.115
H -2.634 -9.107 -6.306 0.022 -0.243 0.233
C 4.901 -5.405 5.921 0.238 -0.260 0.099
C 3.431 -5.779 5.975 0.336 0.779 0.360
O 3.207 -7.038 5.323 -0.075 -1.986 0.574
C 3.462 -8.158 6.071 0.652 2.494 2.016
O 3.863 -8.130 7.231 -0.942 -0.642 -2.752
C 3.134 -9.422 5.275 -0.317 -2.263 -1.295
F 3.599 -9.374 3.993 -0.237 0.353 1.181
F 1.791 -9.637 5.184 0.983 0.585 0.328
F 3.662 -10.551 5.826 -0.345 1.465 -0.173
H 5.262 -5.414 4.887 -0.119 0.141 0.098
H 5.063 -4.410 6.345 -0.121 -0.522 -0.090
H 5.512 -6.123 6.477 -0.140 0.120 0.014
H 2.843 -5.030 5.433 -0.018 -0.420 -0.113
H 3.056 -5.798 7.005 0.109 -0.257 -0.193
C 10.290 -0.120 -2.039 -0.220 -0.294 0.110
C 9.633 1.182 -2.455 0.947 0.049 0.323
O 8.317 0.939 -2.974 -2.085 -0.106 0.851
C 7.318 0.797 -2.045 2.866 0.577 1.663
O 7.498 0.863 -0.832 -1.078 -0.254 -2.723
C 5.968 0.595 -2.732 -2.053 -0.629 -1.161
F 6.030 -0.296 -3.765 0.305 0.771 1.030
F 5.482 1.754 -3.260 0.692 -0.641 0.564
F 5.004 0.128 -1.889 1.208 0.483 -0.439
H 10.291 -0.834 -2.869 0.097 0.187 0.034
H 11.322 0.052 -1.718 -0.152 0.027 -0.068
H 9.746 -0.592 -1.215 0.121 0.163 -0.038
H 10.213 1.644 -3.261 -0.442 -0.107 -0.038
H 9.602 1.902 -1.629 -0.241 -0.220 -0.115
C -3.483 8.730 4.426 0.311 0.026 -0.243
C -4.789 8.203 3.860 0.133 -0.067 1.072
O -4.872 8.470 2.452 0.610 -1.126 -2.048
C -4.225 7.583 1.631 0.435 -0.944 3.293
O -3.596 6.610 2.036 -1.334 2.031 -1.635
C -4.437 7.956 0.163 -0.332 1.048 -2.036
F -4.284 9.292 -0.069 -0.023 -1.276 0.545
F -5.688 7.636 -0.272 1.199 -0.254 0.711
F -3.569 7.325 -0.678 -0.605 0.167 0.953
H -3.362 9.792 4.191 -0.134 -0.115 0.125
H -3.451 8.600 5.511 -0.068 0.009 -0.161
H -2.625 8.208 3.989 -0.151 -0.026 0.128
H -5.629 8.724 4.333 0.069 -0.009 -0.461
H -4.917 7.134 4.065 0.113 0.161 -0.287
C -7.825 9.402 -0.402 -0.233 -0.077 0.138
C -8.483 10.705 -0.818 0.716 0.025 0.292
O -9.799 10.461 -1.337 -1.753 -0.083 0.757
C -10.798 10.319 -0.408 2.567 0.572 1.847
O -10.618 10.385 0.805 -0.931 -0.269 -2.836
C -12.148 10.117 -1.095 -2.480 -0.467 -1.017
F -12.086 9.226 -2.128 0.399 0.681 0.951
F -12.634 11.276 -1.623 0.838 -0.738 0.601
F -13.111 9.650 -0.252 1.395 0.495 -0.486
H -7.824 8.688 -1.232 0.086 0.199 0.020
H -6.794 9.574 -0.081 -0.362 0.152 -0.100
H -8.370 8.930 0.422 0.097 0.160 -0.028
H -7.903 11.166 -1.624 -0.423 -0.100 -0.035
H -8.514 11.424 0.008 -0.224 -0.225 -0.110
C 8.521 -8.956 5.536 0.113 0.221 -0.277
C 8.845 -8.632 6.983 -0.713 -0.471 -0.143
O 10.086 -7.917 7.073 0.516 1.972 -0.030
C 10.023 -6.566 6.844 -3.045 -1.040 -0.287
O 8.987 -5.967 6.570 2.699 -0.927 0.606
C 11.399 -5.925 7.023 2.390 1.182 0.103
F 12.396 -6.642 6.427 -1.185 0.343 0.384
F 11.746 -5.811 8.336 -0.723 -0.302 -0.941
F 11.474 -4.669 6.500 -0.600 -1.314 0.391
H 9.351 -9.493 5.067 -0.135 -0.045 0.152
H 7.618 -9.569 5.469 0.118 0.058 0.067
H 8.363 -8.043 4.953 -0.077 -0.096 0.148
H 8.971 -9.562 7.547 0.308 0.317 -0.031
H 8.034 -8.073 7.463 0.278 0.103 -0.142
```
Positions in Å, forces in eV/Å.